(i)
{"formula": "C2H8N3", "method": "wB97M-V/def2-TZVPD", "elements": ["C", "C", "N", "N", "N", "H", "H", "H", "H", "H", "H", "H", "H"], "positions_angstrom": [[-0.45439, 1.10678, -0.27043], [1.46886, -0.75305, 1.48054], [0.50351, 1.97197, -0.52103], [-0.26236, -0.15568, -0.08030], [0.84734, -0.80465, 0.29404], [-1.48270, 1.33901, -0.37763], [1.12696, -0.06747, 2.20933], [2.23273, -1.35285, 1.73078], [-1.10048, -0.12228, -3.16933], [0.32869, 2.90599, -0.78473], [-1.09585, 0.11349, -2.44208], [1.54522, 1.81143, -0.52170], [1.05979, -1.66613, -0.29765]], "mulliken_charge": [-0.004, -0.211, -0.332, -0.491, 0.116, 0.504, 0.287, 0.319, 0.245, 0.230, -0.231, 0.235, 0.333], "homo_lumo_gap_ev": 9.25, "charge": 1, "lumo_ev": -5.2}

(ii)
{"formula": "C2H8N3", "method": "wB97M-V/def2-TZVPD", "elements": ["C", "C", "N", "N", "N", "H", "H", "H", "H", "H", "H", "H", "H"], "positions_angstrom": [[-2.12124, -0.05490, -0.15473], [1.79742, 0.27151, 0.04347], [-1.36693, -0.98000, 0.23012], [1.03680, 1.28298, 0.13961], [1.23273, -0.86757, -0.29589], [-1.59909, 0.50902, -0.94692], [-3.23952, 0.03361, 0.20522], [2.80512, 0.34330, 0.42784], [0.18612, 1.28505, -0.30925], [1.18533, 2.30181, 0.48316], [0.14318, -0.87232, -0.30673], [1.71776, -1.65021, -0.33570], [-1.77767, -1.60230, 0.81980]], "mulliken_charge": [-0.307, 0.296, -0.412, -0.241, -0.260, 0.272, 0.277, 0.372, 0.034, 0.308, 0.308, 0.170, 0.184], "homo_lumo_gap_ev": 11.90, "charge": 1, "lumo_ev": -3.2}

Name the least stable of them. (i).

(i)
{"formula": "C2H8N3", "method": "wB97M-V/def2-TZVPD", "elements": ["C", "C", "N", "N", "N", "H", "H", "H", "H", "H", "H", "H", "H"], "positions_angstrom": [[0.07051, -0.12593, 0.48330], [1.47025, -0.48163, -1.29827], [0.84606, -0.09194, 1.42639], [0.11486, -0.41155, -0.76060], [-1.72337, 0.29956, 0.88623], [1.60813, -1.52656, -1.08074], [2.16438, 0.21237, -0.91042], [1.40615, -0.33674, -2.41661], [0.81816, 0.29694, 2.35801], [-0.63066, -0.99546, -1.15562], [-2.38020, -0.54687, 0.79800], [-1.87930, 0.52212, 1.95126], [-1.78183, 1.19326, 0.41629]], "mulliken_charge": [0.616, -0.800, -0.455, -0.257, -0.681, 0.356, 0.340, 0.275, 0.281, 0.287, 0.358, 0.349, 0.330], "homo_lumo_gap_ev": 10.93, "charge": 1, "lumo_ev": -3.7}

(ii)
{"formula": "C2H8N3", "method": "wB97M-V/def2-TZVPD", "elements": ["C", "N", "H", "H", "H", "H", "N", "C", "N", "H", "H", "H", "H"], "positions_angstrom": [[2.53166, -0.31958, 0.01033], [1.51464, 0.56643, -0.20209], [3.51054, 0.01482, -0.39785], [2.19127, -1.37451, 0.16331], [1.94981, 1.51387, 0.16487], [-0.46491, -1.35942, 1.13947], [-2.06043, 0.74041, -0.49470], [-1.69380, -0.37225, 0.04612], [-0.58628, -0.38452, 0.85500], [-2.38581, 1.50272, 0.06083], [-2.57369, 0.67143, -1.38206], [-2.20324, -1.25012, -0.41585], [0.27025, 0.05072, 0.45262]], "mulliken_charge": [-0.196, -0.521, 0.279, 0.219, 0.280, 0.299, -0.340, 0.141, -0.491, 0.272, 0.283, 0.338, 0.438], "homo_lumo_gap_ev": 10.20, "charge": 1, "lumo_ev": -4.4}

(iii)
{"formula": "C2H8N3", "method": "wB97M-V/def2-TZVPD", "elements": ["C", "C", "N", "N", "N", "H", "H", "H", "H", "H", "H", "H", "H"], "positions_angstrom": [[0.75861, -1.16789, 0.76386], [-1.01983, 2.53680, -0.92580], [1.36864, -2.26501, 1.04672], [0.28510, -0.76906, -0.34188], [-1.14361, 1.36423, -0.43168], [0.60713, -0.35578, 1.57604], [-1.79770, 3.20581, -0.94434], [-0.19904, 2.80330, -1.43339], [1.91626, -2.51141, 1.83068], [1.40022, -3.02793, 0.34289], [-0.39914, 0.17594, -0.35994], [0.23621, -1.29381, -1.21508], [-2.01284, 1.30480, 0.09193]], "mulliken_charge": [0.221, -0.244, -0.309, -0.382, -0.424, 0.250, 0.259, 0.291, 0.236, 0.241, 0.448, 0.210, 0.204], "homo_lumo_gap_ev": 11.83, "charge": 1, "lumo_ev": -3.2}

(iv)
{"formula": "C2H8N3", "method": "wB97M-V/def2-TZVPD", "elements": ["C", "C", "N", "N", "N", "H", "H", "H", "H", "H", "H", "H", "H"], "positions_angstrom": [[1.82258, 0.91560, -0.57054], [-0.75483, -0.97106, 0.90417], [-3.03464, -1.48787, 1.31618], [-1.89085, -1.21521, 1.20341], [0.39829, 0.59437, -1.04137], [2.35542, 1.35266, -1.35486], [1.66431, 1.73279, 0.07128], [2.37684, 0.09736, -0.16642], [-0.16435, -0.14798, -0.44724], [0.16948, -1.53339, 0.93185], [-3.46282, -1.13230, 2.15293], [0.63162, 0.32978, -2.00018], [-0.11105, 1.46524, -0.99921]], "mulliken_charge": [-0.885, -0.196, -0.772, 0.579, -0.292, 0.422, 0.346, 0.319, 0.150, 0.287, 0.298, 0.377, 0.369], "homo_lumo_gap_ev": 10.26, "charge": 1, "lumo_ev": -3.4}

Name the least stable of them. (iv).

(i)
{"formula": "C6H11N2O", "method": "wB97M-V/def2-TZVPD", "elements": ["C", "C", "C", "C", "C", "C", "N", "N", "O", "H", "H", "H", "H", "H", "H", "H", "H", "H", "H", "H"], "positions_angstrom": [[-1.81924, 0.78409, 0.30092], [-2.12845, -0.60066, 0.10135], [-0.64514, 1.42191, 0.01166], [-1.27454, -1.50419, -0.28741], [0.60907, 0.86759, -0.63214], [0.81045, -0.53309, -0.12635], [1.63709, -1.24077, -0.89715], [0.78153, -0.59744, 1.38986], [1.75193, 1.69215, -0.31424], [-2.62274, 1.54060, 0.58718], [-3.26049, -0.96840, 0.15200], [-0.54853, 2.58665, 0.05264], [-1.43276, -2.52063, -0.61016], [0.38408, 0.84028, -1.73861], [2.28495, -2.05675, -0.73776], [1.79830, -0.79665, -1.73983], [1.58593, -0.97312, 1.83886], [-0.18940, -1.02418, 1.50410], [0.67464, 0.39258, 1.70637], [1.60331, 2.69002, -0.56128]], "mulliken_charge": [-0.123, 0.090, -0.449, -1.026, 0.122, -0.053, -0.308, -0.093, -0.549, 0.334, 0.232, 0.144, 0.344, 0.332, 0.255, 0.191, 0.341, 0.405, 0.408, 0.402], "homo_lumo_gap_ev": 8.53, "charge": 1, "lumo_ev": -3.7}

(ii)
{"formula": "C6H11N2O", "method": "wB97M-V/def2-TZVPD", "elements": ["C", "C", "C", "C", "C", "C", "N", "N", "O", "H", "H", "H", "H", "H", "H", "H", "H", "H", "H", "H"], "positions_angstrom": [[2.57471, -0.95439, 0.33034], [1.28302, -1.24907, 0.19769], [1.56937, 0.81768, -0.59580], [-1.47056, 1.27368, -0.55439], [-2.53644, -1.52284, -0.54161], [-0.72098, -0.06228, -0.47191], [2.77621, 0.32032, -0.25683], [0.62345, -0.11410, -0.33317], [-1.28537, -1.21018, -0.47815], [3.31776, -1.56769, 0.83523], [0.63605, -1.93605, 0.77276], [1.37985, 1.71687, -1.03592], [-2.24117, 1.57814, 0.13244], [-0.74594, 2.08009, -0.26082], [-1.93429, 1.38390, -1.66593], [-3.15929, -0.70280, -0.65888], [-0.37253, 0.88438, 2.95636], [-2.84550, -2.47551, -0.25714], [-0.47335, 0.80129, 2.27092], [3.62503, 0.93857, -0.38517]], "mulliken_charge": [-0.282, -0.419, -0.297, -1.456, -0.430, 0.757, -0.085, 0.274, -0.329, 0.387, 0.373, 0.492, 0.448, 0.353, 0.325, 0.336, 0.135, 0.287, -0.161, 0.294], "homo_lumo_gap_ev": [7.66, 7.57], "charge": 1, "lumo_ev": [-3.5, -4.0]}

(iii)
{"formula": "C6H11N2O", "method": "wB97M-V/def2-TZVPD", "elements": ["C", "C", "C", "C", "C", "C", "N", "N", "O", "H", "H", "H", "H", "H", "H", "H", "H", "H", "H", "H"], "positions_angstrom": [[-1.73172, 0.63127, -0.21087], [-0.97234, 1.83821, -0.18100], [-2.02320, -0.34611, 0.61147], [0.10780, 1.91182, 0.59212], [1.21923, -0.83587, -0.22698], [3.32042, 0.01258, 0.50807], [0.31188, -1.54562, -0.15576], [-2.34742, -1.75575, 0.20516], [2.15616, 0.02442, -0.37159], [-1.99738, 0.53206, -1.23297], [-1.00870, 2.49476, -0.98548], [-1.84471, -0.17438, 1.64330], [0.95955, 2.63328, 0.55117], [0.32441, 1.11260, 1.34203], [3.86025, 0.95242, 0.46128], [3.93734, -0.83608, 0.30573], [2.92394, -0.14308, 1.45803], [-1.46614, -2.33906, -0.04154], [-2.86016, -1.68086, -0.73846], [-3.01817, -2.03798, 0.91071]], "mulliken_charge": [0.153, -0.372, -0.472, -0.738, 0.615, -0.695, -0.560, -0.170, -0.336, 0.201, 0.359, 0.370, 0.235, 0.207, 0.253, 0.350, 0.362, 0.440, 0.421, 0.380], "homo_lumo_gap_ev": 9.83, "charge": 1, "lumo_ev": -3.3}

Name the least stable of them. (i).

(i)
{"formula": "C3H10NO", "method": "wB97M-V/def2-TZVPD", "elements": ["C", "C", "C", "O", "N", "H", "H", "H", "H", "H", "H", "H", "H", "H", "H"], "positions_angstrom": [[-1.23059, -2.10395, 0.38355], [1.94168, 1.65454, -1.95072], [0.83044, 1.73118, -1.22070], [0.17903, 0.65495, 1.43088], [-1.28116, -1.25692, 1.50474], [-0.87708, -3.11337, 0.60083], [-2.21545, -2.27752, -0.03475], [2.79774, 1.09706, -1.60219], [2.01295, 2.35891, -2.77271], [0.64394, 1.26023, -0.24295], [-0.05025, 2.14011, -1.69254], [0.39657, 1.14213, 2.22575], [-0.54910, -1.68822, -0.34330], [-0.59754, -0.27542, 1.49500], [-2.00118, -1.32372, 2.21909]], "mulliken_charge": [-0.658, -0.544, -0.316, -0.882, -0.212, 0.282, 0.300, 0.275, 0.242, 0.186, 0.190, 0.195, 0.268, 0.449, 0.225], "s2": 0.754, "homo_lumo_gap_ev": [9.63, 6.82], "spin_multiplicity": 2, "lumo_ev": [0.7, -2.1]}

(ii)
{"formula": "C3H10NO", "method": "wB97M-V/def2-TZVPD", "elements": ["C", "O", "H", "H", "H", "H", "C", "C", "N", "H", "H", "H", "H", "H", "H"], "positions_angstrom": [[-1.98082, 1.76957, 0.21366], [-0.72846, 1.58902, -0.50027], [-2.62115, 2.44650, -0.35263], [-1.78541, 2.16212, 1.22766], [-2.38926, 0.76182, 0.28759], [-0.84264, 2.03113, -1.35731], [2.10962, -0.75953, 0.22582], [0.14223, -2.08946, -0.03532], [0.65289, -0.91936, 0.06026], [2.34827, -0.27936, 1.19189], [2.57308, -1.81999, -0.01542], [2.46961, -0.12287, -0.48931], [0.70928, -3.01384, 0.26323], [-0.93582, -1.88286, 0.27849], [0.10527, -0.08277, 0.12118]], "mulliken_charge": [-0.526, -0.551, 0.337, 0.191, 0.196, 0.301, -0.788, -0.585, 0.131, 0.233, 0.269, 0.295, 0.233, 0.138, 0.125], "s2": 0.753, "homo_lumo_gap_ev": [5.87, 10.80], "spin_multiplicity": 2, "lumo_ev": [0.7, 0.7]}

Name the least stable of them. (i).

(i)
{"formula": "C5H6N2O", "method": "wB97M-V/def2-TZVPD", "elements": ["O", "N", "C", "C", "C", "C", "N", "C", "H", "H", "H", "H", "H", "H"], "positions_angstrom": [[1.44191, -0.48177, 2.54324], [0.73606, 0.59305, 1.88138], [0.61401, 0.25184, 0.61333], [0.56293, -1.01217, -0.31795], [-0.04989, -0.71980, -1.58457], [-0.69718, 0.60692, -1.43948], [-1.54975, 0.61671, -0.41478], [-0.11596, 1.26243, -0.15688], [1.38955, -0.51372, 3.71386], [0.73337, -2.01742, 0.05146], [-0.65337, -1.62361, -2.14959], [-0.99374, 1.04958, -2.49544], [-1.42684, -0.42148, -0.16191], [0.00889, 2.40942, -0.08268]], "mulliken_charge": [-0.465, -0.397, 0.554, -0.551, -0.401, 0.138, -0.551, -0.324, 0.345, 0.345, 0.283, 0.302, 0.400, 0.322], "homo_lumo_gap_ev": 8.80, "smiles": "O/N=C1\\C=C[C@H]2N[C@@H]12", "lumo_ev": -0.3}

(ii)
{"formula": "C5H6N2O", "method": "wB97M-V/def2-TZVPD", "elements": ["H", "N", "C", "N", "C", "O", "C", "C", "C", "H", "H", "H", "H", "H"], "positions_angstrom": [[2.57324, 1.55793, -0.51479], [1.56646, 1.33580, -0.64821], [1.38970, 0.04691, -0.16458], [2.30591, -0.99578, 0.43453], [-0.05647, -0.35472, -0.32842], [-0.35282, -1.52774, -0.84200], [-0.97277, 0.77734, 0.15210], [-2.33219, 0.16856, -0.18842], [-3.46410, -0.27204, 0.05535], [3.40146, -0.93252, 0.79582], [1.89761, -1.93430, 0.10107], [-0.58156, 1.79315, -0.38697], [-0.97555, 1.15651, 1.28144], [-4.39893, -0.81910, 0.25309]], "mulliken_charge": [0.239, -0.610, 0.258, -0.495, 0.574, -0.560, -0.400, -0.425, -0.080, 0.266, 0.269, 0.312, 0.283, 0.369], "homo_lumo_gap_ev": 9.69, "smiles": "[H]/N=C(\\N)C(=O)CC#C", "lumo_ev": -0.1}

(iii)
{"formula": "C5H6N2O", "method": "wB97M-V/def2-TZVPD", "elements": ["N", "C", "C", "C", "N", "C", "C", "O", "H", "H", "H", "H", "H", "H"], "positions_angstrom": [[-1.92510, 0.27542, 2.65904], [-1.69553, 0.45001, 1.53330], [-1.35209, 0.70774, 0.18443], [-0.19452, 0.19334, -0.31418], [0.63695, -0.68614, 0.33450], [1.86433, -0.79020, -0.39127], [1.41420, -0.33734, -1.77601], [0.23995, 0.45991, -1.54546], [-1.93975, 1.42294, -0.35909], [0.59861, -0.69266, 1.33534], [2.63617, -0.13862, -0.01114], [2.29299, -1.80627, -0.35287], [1.11002, -1.18724, -2.35517], [2.18104, 0.25630, -2.26571]], "mulliken_charge": [-0.484, 0.218, -0.584, 0.457, -0.241, -0.450, -0.339, -0.372, 0.377, 0.277, 0.286, 0.291, 0.276, 0.288], "homo_lumo_gap_ev": 9.05, "smiles": "N#C/C=C1\\NCCO1", "lumo_ev": 0.6}

(iv)
{"formula": "C5H6N2O", "method": "wB97M-V/def2-TZVPD", "elements": ["C", "C", "C", "O", "N", "N", "C", "C", "H", "H", "H", "H", "H", "H"], "positions_angstrom": [[-3.52799, 0.11322, 0.09569], [-2.30478, 0.14736, -0.06659], [-0.89167, -0.00135, -0.46654], [-0.49993, -0.93946, -1.09152], [-0.14200, 1.13411, -0.10480], [1.16493, 1.35108, -0.46098], [1.99053, 0.41283, -0.22125], [1.68955, -0.94093, 0.42179], [-4.57859, 0.06740, 0.47366], [-0.57771, 1.92357, 0.23085], [3.07352, 0.54025, -0.56164], [0.80286, -0.76056, 1.17285], [2.54910, -1.49813, 0.98552], [1.25219, -1.54938, -0.40705]], "mulliken_charge": [0.150, -0.708, 0.628, -0.533, 0.189, -0.857, 0.231, -0.881, 0.393, 0.239, 0.329, 0.225, 0.314, 0.281], "homo_lumo_gap_ev": 10.07, "smiles": "C#CC(=O)N/N=C\\C", "lumo_ev": 0.6}

Name the least stable of them. (i).